A) Entry from the Open Molecules 2025 dataset: C2HFO in the gas phase (the ωB97M-V functional and the def2-TZVPD basis).

Element x y z (Å)
O 2.99534 -0.15180 0.04712
C 1.91363 0.24948 -0.12615
C 0.38564 0.56853 0.30456
F 0.06393 1.77251 -0.07286
H -0.26956 -0.30822 -0.07156

Values from the calculation:
* gap between HOMO and LUMO: 8.68 eV
* structure (SMILES): O=C=CF
* LUMO energy: -0.11 eV
* E_HOMO: -8.797 eV

Partial atomic charges computed with the Mulliken method, in multiples of e: -0.285 0.426 -0.131 -0.176 0.166

=====

B) Entry from the Open Molecules 2025 dataset: C2HFO in the gas phase (the ωB97M-V functional and the def2-TZVPD basis).

Element x y z (Å)
O -1.96545 0.34903 -0.04127
C -0.81885 0.11877 0.05118
C 0.47207 -0.05241 -0.05200
F 1.29444 -1.18567 -0.01546
H 1.01780 0.77028 0.05755

Values from the calculation:
* gap between HOMO and LUMO: 9.39 eV
* structure (SMILES): O=C=CF
* LUMO energy: -0.25 eV
* E_HOMO: -9.642 eV

Partial atomic charges computed with the Mulliken method, in multiples of e: -0.333 0.669 -0.399 -0.217 0.281

=====

Last place for stability: A)

=====

A) Entry from the Open Molecules 2025 dataset: C9H12O2 in the gas phase (the ωB97M-V functional and the def2-TZVPD basis).

Element x y z (Å)
O -3.24562 -0.82265 -0.43331
C -2.07900 -0.50457 -0.28202
C -1.56756 0.86231 -0.62362
C -0.37251 1.47353 0.32544
C 0.93639 1.64796 -0.41853
C 2.03044 0.75294 -0.37124
C 1.71252 -0.81419 0.19394
O 2.39579 -1.79708 -0.47450
C 0.21434 -0.80515 0.14476
C -1.08926 -1.63954 0.23249
C -0.11848 0.36808 1.22860
H -1.13384 0.85987 -1.68464
H -2.48647 1.57195 -0.51983
H -0.70242 2.37943 0.72529
H 1.22190 2.64782 -0.91456
H 2.99168 0.95438 -0.85412
H 2.06060 -0.79230 1.34269
H 2.15103 -1.73504 -1.40683
H 0.08495 -0.47610 -0.91895
H -1.58704 -1.82026 1.22444
H -1.03227 -2.60467 -0.40350
H 0.66487 0.22694 2.09476
H -1.05007 0.06634 1.79323

Values from the calculation:
* gap between HOMO and LUMO: 10.01 eV
* structure (SMILES): O=C1C[C@@H]2C=C[C@H](O)[C@@H](C1)C2
* LUMO energy: 0.67 eV
* E_HOMO: -9.331 eV

Partial atomic charges computed with the Mulliken method, in multiples of e: -0.573 0.452 -0.804 0.288 -0.535 -0.452 -0.279 -0.534 0.319 -0.885 -1.200 0.407 0.256 0.709 0.250 0.428 0.268 0.367 0.204 0.300 0.297 0.401 0.317

=====

B) Entry from the Open Molecules 2025 dataset: C9H12O2 in the gas phase (the ωB97M-V functional and the def2-TZVPD basis).

Element x y z (Å)
C 0.17454 -3.00306 0.41511
C 0.02987 -1.82819 0.64454
C 0.05515 -0.42406 0.68449
C -1.33300 0.33779 0.54466
O -1.64218 1.42402 0.96890
O -2.14598 -0.38285 -0.23318
C -3.33133 0.24363 -0.64868
C 1.12915 0.27315 1.53568
C 1.23770 0.32606 0.04925
C 1.04677 1.71373 -0.68635
C 2.31909 -0.48012 -0.67045
H 0.04989 -4.03005 0.66766
H -4.28354 -0.09911 -0.02471
H -3.54742 -0.02620 -1.70012
H -3.07348 1.25465 -0.55577
H 0.80716 1.01826 2.12853
H 1.66694 -0.50116 2.03689
H 0.05658 1.62851 -1.17157
H 1.90052 1.99014 -1.32283
H 0.96104 2.52806 -0.02770
H 3.35553 0.05561 -0.59165
H 2.19919 -0.60112 -1.79283
H 2.36779 -1.41768 -0.24987

Values from the calculation:
* gap between HOMO and LUMO: 10.34 eV
* structure (SMILES): C#C[C@@]1(C(=O)OC)CC1(C)C
* LUMO energy: 0.84 eV
* E_HOMO: -9.502 eV

Partial atomic charges computed with the Mulliken method, in multiples of e: -0.181 -1.357 2.008 0.192 -0.592 -0.301 -0.722 -1.405 1.310 -1.403 -1.700 0.389 0.222 0.232 0.376 0.350 0.388 0.280 0.371 0.385 0.338 0.324 0.496

=====

Last place for stability: A)

=====

A) Entry from the Open Molecules 2025 dataset: 2 unconnected molecules or ions with the total composition C3H3NS2 (the ωB97M-V functional and the def2-TZVPD basis).

Element x y z (Å)
C -2.15412 2.30346 0.17946
C -1.59427 -0.19154 0.02784
C -0.12291 0.02429 -0.08675
N -1.92069 3.34756 -0.22458
S -2.85743 -0.73421 -1.02884
S -2.77762 -0.89141 1.09708
H 0.12326 -0.46205 0.89602
H 0.24710 1.01711 -0.38044
H 0.27266 -0.74036 -0.70444

Values from the calculation:
* gap between HOMO and LUMO (spin up / spin down): 7.51 / 7.51 eV
* LUMO energy (spin up / spin down): -1.97 / -1.97 eV
* E_HOMO (spin up / spin down): -9.483 / -9.482 eV

Partial atomic charges computed with the Mulliken method, in multiples of e: -0.081 0.322 -0.681 -0.469 -0.020 -0.021 0.257 0.344 0.350

=====

B) Entry from the Open Molecules 2025 dataset: C3H3NS2 in the gas phase (the ωB97M-V functional and the def2-TZVPD basis).

Element x y z (Å)
C 1.32277 -0.37997 0.28320
S 0.02810 -1.32643 -0.61927
C -1.34685 -0.24663 -0.29024
S -2.86599 -0.75756 -0.04139
C -0.99633 1.14422 -0.41435
N -0.71874 2.26238 -0.40047
H 2.22748 -0.96067 0.05958
H 1.16331 -0.40609 1.40255
H 1.18624 0.67073 0.02040

Values from the calculation:
* gap between HOMO and LUMO: 7.85 eV
* structure (SMILES): CSC(=S)C#N
* LUMO energy: -1.64 eV
* E_HOMO: -9.486 eV

Partial atomic charges computed with the Mulliken method, in multiples of e: -0.829 0.002 0.191 -0.145 0.215 -0.346 0.289 0.292 0.331

=====

Last place for stability: A)

=====

A) Entry from the Open Molecules 2025 dataset: 2 unconnected molecules or ions with the total composition C3H8NOS (the ωB97M-V functional and the def2-TZVPD basis).

Element x y z (Å)
C -1.67752 0.17213 -2.57457
C 1.55106 -0.28717 -0.02031
C -0.85232 0.02666 -1.56629
N -0.22250 0.11924 1.96432
O 0.37373 -0.44965 3.19165
S 0.87268 -0.13138 -1.80066
H 0.32625 0.14842 3.96820
H -1.38057 0.11606 -3.53381
H -2.67862 0.25427 -2.28495
H 2.46887 0.32283 0.09905
H 1.83602 -1.28024 -0.03046
H 0.51503 -0.03991 1.11750
H -1.12159 -0.06377 -0.46359
H -0.01053 1.09251 1.93392

Values from the calculation:
* gap between HOMO and LUMO: 6.40 eV
* total charge: -1
* LUMO energy: 3.92 eV
* E_HOMO: -2.480 eV

Partial atomic charges computed with the Mulliken method, in multiples of e: -0.878 -0.899 -0.012 -0.749 -0.469 -0.234 0.270 0.312 0.281 0.209 0.237 0.432 0.222 0.277

=====

B) Entry from the Open Molecules 2025 dataset: a gas-phase ion, C3H8NOS (charge -1) (the ωB97M-V functional and the def2-TZVPD basis).

Element x y z (Å)
N 0.79836 0.24275 1.22638
C 0.38390 -0.34313 -0.05518
C 1.59860 -0.16404 -1.10811
O 2.77980 -0.10622 -0.52903
C -0.86020 0.36060 -0.58262
S -2.32680 0.08303 0.48731
H 1.74700 0.55598 0.96228
H 1.03069 -0.48998 1.88470
H 0.14858 -1.41151 0.00141
H 1.23080 0.71381 -1.70936
H 1.48418 -1.06644 -1.76252
H -0.99028 0.25172 -1.65701
H -0.75882 1.43373 -0.37767
H -2.50606 -1.22431 0.20998

Values from the calculation:
* gap between HOMO and LUMO: 6.13 eV
* total charge: -1
* structure (SMILES): N[C@H](C[O-])CS
* LUMO energy: 3.27 eV
* E_HOMO: -2.856 eV

Partial atomic charges computed with the Mulliken method, in multiples of e: -0.806 0.379 -0.420 -0.895 -1.021 -0.256 0.291 0.231 0.334 0.156 0.201 0.386 0.345 0.073

=====

Last place for stability: A)

=====

A) Entry from the Open Molecules 2025 dataset: C2H6O2S2 in the gas phase (the ωB97M-V functional and the def2-TZVPD basis).

Element x y z (Å)
C -1.60399 -0.87407 0.05170
O -0.09605 -0.50843 0.40484
C 1.08288 0.23746 0.02448
O 2.11332 -0.68976 -0.10114
S 0.75376 0.95392 -1.75357
S 1.34476 1.58153 1.26461
H -2.10141 -0.00155 0.46382
H -1.89296 -1.82136 0.47415
H -1.56207 -1.08963 -0.98154
H 1.72594 -1.50934 -0.23441
H 0.08494 2.15368 -1.31966
H 0.15088 1.56755 1.70673

Values from the calculation:
* gap between HOMO and LUMO: 9.61 eV
* structure (SMILES): COC(O)(S)S
* LUMO energy: 0.52 eV
* E_HOMO: -9.093 eV

Partial atomic charges computed with the Mulliken method, in multiples of e: -0.514 -0.463 0.498 -0.477 -0.239 -0.159 0.247 0.231 0.307 0.305 0.151 0.113

=====

B) Entry from the Open Molecules 2025 dataset: 2 unconnected molecules or ions with the total composition C2H6O2S2 (the ωB97M-V functional and the def2-TZVPD basis).

Element x y z (Å)
O -0.97953 -0.65708 -1.64634
C -0.62317 -1.62272 -1.01578
O 0.69462 -1.95615 -1.19446
H -1.16381 -2.25216 -0.30432
H 1.04302 -1.08694 -1.43480
C 0.09763 1.98291 0.29317
S 1.25656 0.76738 0.98709
S -0.15231 -0.24726 2.08293
H -0.36542 2.58326 1.08034
H 0.61393 2.48998 -0.52436
H -0.76343 1.44945 -0.12417
H 0.34192 -1.45067 1.80071

Values from the calculation:
* gap between HOMO and LUMO: 9.00 eV
* structure (SMILES): O=CO.CSS
* LUMO energy: 0.34 eV
* E_HOMO: -8.658 eV

Partial atomic charges computed with the Mulliken method, in multiples of e: -0.511 0.187 -0.403 0.375 0.342 -0.798 -0.069 -0.207 0.344 0.293 0.296 0.151

=====

Last place for stability: A)

=====

A) Entry from the Open Molecules 2025 dataset: CH3BCl2 in the gas phase (the ωB97M-V functional and the def2-TZVPD basis).

Element x y z (Å)
B -0.76397 0.34636 0.43016
C 0.41258 -0.36275 -0.50047
Cl 1.11652 1.21048 0.14119
Cl 1.39282 -1.78405 0.00412
H -1.69348 0.89989 -0.05096
H -0.59322 0.00753 1.48844
H 0.12874 -0.31745 -1.51247

Values from the calculation:
* gap between HOMO and LUMO: 11.07 eV
* LUMO energy: 0.63 eV
* E_HOMO: -10.443 eV

Partial atomic charges computed with the Mulliken method, in multiples of e: 0.149 -0.119 -0.094 -0.152 -0.060 -0.077 0.353

=====

B) Entry from the Open Molecules 2025 dataset: 2 unconnected molecules or ions with the total composition CH3BCl2 (the ωB97M-V functional and the def2-TZVPD basis).

Element x y z (Å)
B 0.13260 -0.07372 0.55939
C -1.11479 -0.13505 -0.37762
Cl -0.62387 -1.81770 0.08257
Cl -2.75052 0.21870 0.00428
H 1.19379 0.07382 0.09145
H -0.06815 0.13362 1.69545
H -1.00175 -0.20502 -1.90786

Values from the calculation:
* gap between HOMO and LUMO: 10.98 eV
* LUMO energy: 0.35 eV
* E_HOMO: -10.637 eV

Partial atomic charges computed with the Mulliken method, in multiples of e: 0.135 -0.103 -0.056 -0.106 -0.075 -0.077 0.282

=====

Last place for stability: B)